This record from the Open Molecules 2025 dataset describes a structure of composition C43H50Ge2N7O3OsS2Se. The level of theory is the ωB97M-V functional and the def2-TZVPD basis.

Geometry as XYZ:
```
109
Properties=species:S:1:pos:R:3:mulliken_charge:R:1
Os 0.44004 0.21808 -0.24064 1.907
O 0.70591 -3.25143 -0.70788 -0.566
C -0.43977 -2.84768 -0.67958 -0.596
N -0.78183 -1.51038 -0.62164 -0.625
S -2.40608 -1.32431 -0.62294 1.195
O -2.71994 -0.50148 0.54663 -0.828
O -2.91775 -0.83346 -1.86874 -0.748
C -2.81094 -3.00896 -0.42232 0.481
C -4.04875 -3.60206 -0.28761 -0.628
C -4.07169 -4.99243 -0.29762 -0.827
C -2.90209 -5.73158 -0.46023 -0.536
C -1.66911 -5.10749 -0.61232 -0.724
C -1.64092 -3.72587 -0.59111 -0.126
H -4.95415 -3.02106 -0.18008 0.586
H -5.01520 -5.50843 -0.18447 0.477
H -2.95820 -6.81156 -0.46949 0.451
H -0.75572 -5.67199 -0.74183 0.584
N 0.25887 -2.32585 2.06152 -0.081
C 0.39408 -1.10178 2.59027 0.116
N 0.64045 0.00882 1.90719 1.090
C 0.90583 1.06653 2.81801 -1.302
C 1.34883 2.34918 2.52991 1.424
C 1.61492 3.23453 3.56019 -0.993
C 1.41772 2.87999 4.89026 -0.928
C 0.95875 1.61322 5.20025 -0.456
C 0.72902 0.72831 4.15922 0.986
S 0.28029 -0.94096 4.30793 -0.335
H 0.68282 -2.54338 1.16764 -0.068
H 0.17635 -3.10254 2.69724 0.306
H 1.46547 2.67661 1.51292 -0.903
H 1.97799 4.22642 3.32211 0.490
H 1.62670 3.58716 5.68065 0.454
H 0.80681 1.30923 6.22710 0.483
C -1.44196 -1.95120 -5.63325 -1.318
C -1.85443 -0.53396 -6.02148 0.781
C -3.17203 -0.12388 -5.36493 -1.210
C -0.72242 0.46693 -5.78852 -1.063
N -0.12197 0.39347 -4.44479 0.993
C -0.66202 0.49321 -3.23438 -1.103
N 0.31014 0.35435 -2.35417 1.614
N 1.44907 0.16480 -3.06362 0.093
N 1.19151 0.18008 -4.30870 -1.196
H -2.19902 -2.66460 -5.95632 0.460
H -1.34759 -2.04972 -4.54776 0.066
H -0.49327 -2.23786 -6.08960 0.398
H -2.00343 -0.50492 -7.10464 0.413
H -3.18100 -0.32352 -4.29308 0.136
H -3.99329 -0.69709 -5.79450 0.489
H -3.39186 0.93352 -5.52826 0.341
H -1.05857 1.49130 -5.95181 0.320
H 0.11327 0.26767 -6.45644 0.414
H -1.70520 0.64043 -3.02220 -0.010
C 1.05975 5.06570 0.35634 -1.099
Ge -0.31930 4.12978 -0.65909 1.049
C 0.22244 3.99478 -2.53611 -1.032
C -1.97839 5.11905 -0.35182 -1.021
Ge -1.64138 1.46668 0.28054 0.961
C -3.17977 2.00066 -0.80816 1.322
C -3.13885 2.46892 -2.11863 1.147
C -4.30219 2.81305 -2.79157 -0.933
C -5.52914 2.69642 -2.15446 -0.833
C -5.58360 2.24645 -0.84317 -0.840
C -4.41804 1.90557 -0.17233 -0.830
C -2.03044 1.88834 2.14967 0.331
C -2.58941 0.95108 3.01918 -0.373
C -2.91208 1.30443 4.32335 -0.852
C -2.68457 2.59379 4.77797 -0.805
C -2.12073 3.53175 3.92551 -0.854
C -1.79613 3.17768 2.62537 0.364
H 1.12157 6.03480 -0.15042 0.678
H 2.04726 4.61866 0.33149 0.112
H 0.74820 5.23990 1.38437 0.352
H 0.34436 5.03206 -2.86325 0.632
H -0.50451 3.52356 -3.18938 0.239
H 1.18200 3.49600 -2.63968 0.295
H -1.93486 5.95535 -1.05644 0.539
H -1.98578 5.51812 0.66000 0.476
H -2.88671 4.55556 -0.53269 0.309
H -2.19482 2.59745 -2.62858 -0.448
H -4.25013 3.18350 -3.80742 0.506
H -6.43873 2.96582 -2.67406 0.440
H -6.53640 2.16671 -0.33680 0.440
H -4.48042 1.56491 0.85405 0.384
H -2.78488 -0.05890 2.69060 0.561
H -3.35175 0.56669 4.98225 0.466
H -2.94551 2.86828 5.79145 0.430
H -1.93249 4.53948 4.27274 0.487
H -1.34164 3.92565 1.98755 -0.324
C 7.70102 -0.98572 0.77183 -1.607
C 6.38400 -0.35873 0.43749 0.556
C 5.24456 -1.13716 0.23649 -0.848
C 4.02942 -0.56269 -0.07697 -0.087
C 2.85361 -1.42525 -0.39435 -0.591
C 3.94665 0.84129 -0.17453 0.638
Se 2.35751 1.72562 -0.55962 0.078
C 5.09567 1.65507 -0.00457 0.391
C 5.04169 3.15283 -0.11577 -1.591
C 6.28374 1.02915 0.30623 -0.974
H 7.62120 -2.06577 0.87014 0.354
H 8.09155 -0.57912 1.70590 0.383
H 8.43452 -0.76324 -0.00511 0.373
H 5.32020 -2.21551 0.30517 0.429
H 3.02606 -2.47456 -0.17476 0.573
H 2.59769 -1.36341 -1.45237 0.418
H 1.99422 -1.12065 0.24371 -0.675
H 4.41088 3.58421 0.66464 0.234
H 4.64555 3.46922 -1.08276 0.372
H 6.03778 3.57516 -0.00718 0.455
H 7.16981 1.63381 0.45957 0.468
```

The value obtained for the largest force on an atom is 0.5 eV Å⁻¹. As for the total charge: +2. The calculation puts the LUMO energy (spin up / spin down) at -7.0 / -7.3 eV. The HOMO energy (spin up / spin down) comes out at -12.36 / -13.11 eV. The expectation value of S² is 1.190. Its spin multiplicity is 2.